{
  "formula": "C44H88O25",
  "method": "the ωB97M-V functional and the def2-TZVPD basis",
  "smiles": "CCOC(=O)OC.CCOC(=O)OC.CCOC(=O)OC.CCOC(=O)OC.CCOC(=O)OC.CCOC(=O)OC.CCOC(=O)OC.C1CCOC1.C1CCOC1.C1CCOC1.C1CCOC1",
  "gap_ev": 9.87,
  "relative_energy_ev": 5.602,
  "e_lumo_ev": 0.419,
  "energy_ev": -98236.2027,
  "elements": ["C", "C", "O", "C", "O", "O", "C", "H", "H", "H", "H", "H", "H", "H", "H", "C", "C", "O", "C", "O", "O", "C", "H", "H", "H", "H", "H", "H", "H", "H", "C", "C", "O", "C", "O", "O", "C", "H", "H", "H", "H", "H", "H", "H", "H", "C", "C", "O", "C", "O", "O", "C", "H", "H", "H", "H", "H", "H", "H", "H", "C", "C", "O", "C", "O", "O", "C", "H", "H", "H", "H", "H", "H", "H", "H", "C", "C", "O", "C", "O", "O", "C", "H", "H", "H", "H", "H", "H", "H", "H", "C", "C", "O", "C", "O", "O", "C", "H", "H", "H", "H", "H", "H", "H", "H", "C", "C", "C", "O", "C", "H", "H", "H", "H", "H", "H", "H", "H", "C", "C", "C", "O", "C", "H", "H", "H", "H", "H", "H", "H", "H", "C", "C", "C", "O", "C", "H", "H", "H", "H", "H", "H", "H", "H", "C", "C", "C", "O", "C", "H", "H", "H", "H", "H", "H", "H", "H"],
  "positions_angstrom": [[3.6325, -4.1478, 0.1990], [4.0028, -5.0856, -0.9839], [4.4745, -4.3758, -2.1080], [4.5530, -4.8937, -3.3820], [4.1146, -6.0582, -3.7470], [5.2091, -4.1223, -4.2289], [5.2577, -4.3160, -5.6227], [2.9946, -4.6086, 0.9532], [3.1268, -3.2867, -0.2381], [4.4998, -3.7608, 0.7338], [3.1428, -5.6565, -1.3341], [4.7909, -5.7444, -0.6191], [5.9141, -5.1437, -5.8911], [5.6914, -3.4185, -6.0637], [4.2765, -4.5411, -6.0408], [0.1341, 2.9712, 3.2115], [0.7725, 2.5739, 4.5639], [0.4157, 3.5717, 5.4975], [1.1410, 3.6332, 6.6457], [2.1464, 2.8678, 6.8610], [0.5612, 4.3816, 7.5200], [1.0155, 4.3415, 8.8973], [0.7249, 3.7776, 2.7772], [-0.9121, 3.2770, 3.2108], [0.1761, 2.2694, 2.3786], [1.8386, 2.4526, 4.3717], [0.3983, 1.6158, 4.9246], [0.3573, 3.5944, 9.3407], [0.7569, 5.3245, 9.2910], [1.9648, 3.8645, 9.1410], [-0.9321, -2.3287, -4.4891], [-1.7177, -1.0568, -4.5515], [-1.5475, -0.3616, -5.7852], [-0.4529, 0.3424, -6.0870], [0.6795, 0.1349, -5.6722], [-0.7721, 1.0590, -7.1998], [0.2379, 1.8034, -7.8677], [0.0782, -1.9999, -4.2456], [-0.9339, -2.9061, -5.4136], [-1.1511, -2.8856, -3.5780], [-1.5136, -0.4014, -3.7048], [-2.7717, -1.3204, -4.4642], [-0.1252, 2.5828, -8.5376], [0.9077, 1.1822, -8.4623], [0.9165, 2.2099, -7.1177], [3.1992, -0.7989, 3.5401], [3.7564, -2.1802, 3.7978], [4.8402, -2.5021, 3.0110], [5.9724, -2.9160, 3.5301], [6.0786, -3.2791, 4.7291], [6.9550, -2.9453, 2.6335], [8.2443, -3.4279, 3.0382], [2.2752, -0.6029, 4.0840], [3.0755, -0.7209, 2.4600], [3.9020, -0.0023, 3.7839], [3.0044, -2.9427, 3.5948], [3.9122, -2.3507, 4.8631], [8.4640, -3.4674, 4.1051], [9.0170, -2.7406, 2.6938], [8.5061, -4.4156, 2.6589], [6.0811, 1.8159, 1.1204], [5.3185, 0.7129, 0.4137], [5.1575, 0.9538, -1.0200], [4.5025, 0.1883, -1.8169], [3.9067, -0.8329, -1.4677], [4.4490, 0.8222, -2.9933], [3.8690, 0.1678, -4.1287], [6.3724, 1.5668, 2.1408], [5.4491, 2.7039, 1.1210], [6.9473, 2.0677, 0.5084], [4.4205, 0.5263, 1.0028], [5.9643, -0.1560, 0.5401], [3.0136, -0.4398, -3.8335], [4.5720, -0.4417, -4.6966], [3.4816, 0.8766, -4.8605], [-3.3308, 4.3465, 1.7122], [-4.8054, 3.9654, 2.1915], [-5.0678, 2.6471, 1.7622], [-6.2930, 2.1425, 1.9411], [-7.2627, 2.8915, 2.1742], [-6.2285, 0.8772, 1.7956], [-7.3796, 0.0700, 1.9048], [-3.1085, 4.0634, 0.6833], [-2.5224, 3.9348, 2.3165], [-3.2633, 5.4289, 1.8212], [-5.4829, 4.6594, 1.6941], [-4.9725, 3.9381, 3.2683], [-7.8308, -0.1330, 0.9335], [-8.1700, 0.4060, 2.5759], [-7.0150, -0.8405, 2.3802], [-2.2947, -1.0041, 4.5278], [-3.1012, -2.2911, 4.6019], [-2.6596, -2.9877, 5.7570], [-2.4926, -4.3437, 5.7049], [-2.8303, -5.1441, 4.7860], [-2.0320, -4.7345, 6.9045], [-1.9565, -6.1221, 7.3274], [-2.6371, -0.3438, 3.7310], [-1.2056, -0.9597, 4.5362], [-2.6521, -0.5666, 5.4599], [-2.9646, -2.8807, 3.6954], [-4.1601, -2.0692, 4.7347], [-1.3389, -6.2847, 8.2107], [-1.3906, -6.6754, 6.5779], [-2.9457, -6.5690, 7.2281], [-1.1159, 0.4575, -0.9242], [0.0455, -0.5285, -1.0707], [1.0710, -0.2033, 0.0109], [0.2554, 0.4370, 1.0058], [-1.0844, 0.6113, 0.5899], [-2.0794, -0.0179, -1.1079], [-0.9661, 1.4368, -1.3789], [0.3928, -0.4445, -2.1005], [-0.2174, -1.5698, -0.8850], [1.7607, 0.5140, -0.4340], [1.4565, -1.1449, 0.4018], [-1.4873, 1.5007, 1.0744], [-1.4740, -0.3207, 0.9995], [2.6136, 3.5562, -1.9520], [3.1220, 4.6397, -2.7817], [2.3082, 4.4240, -4.0442], [1.8393, 3.0940, -4.0498], [1.5378, 2.7985, -2.7279], [2.2857, 3.9572, -0.9929], [3.4861, 2.9470, -1.7157], [4.1782, 4.4837, -3.0013], [3.0625, 5.6642, -2.4145], [3.0603, 4.5097, -4.8285], [1.5857, 5.1949, -4.3126], [1.5821, 1.7220, -2.5630], [0.5093, 3.1286, -2.5820], [-4.1360, 2.3165, -2.6423], [-4.3366, 2.1489, -4.0753], [-5.0675, 3.4719, -4.4097], [-4.3500, 4.3690, -3.6567], [-3.6363, 3.8131, -2.5573], [-3.3635, 1.6139, -2.3298], [-5.1054, 2.1549, -2.1709], [-4.8928, 1.2273, -4.2470], [-3.4228, 2.0725, -4.6645], [-6.1040, 3.4817, -4.0727], [-5.1326, 3.7857, -5.4515], [-3.8054, 4.3163, -1.6053], [-2.5608, 3.8084, -2.7347], [-6.0867, -1.4660, -2.6611], [-6.5740, -2.8282, -2.2147], [-5.5053, -3.1842, -1.1515], [-5.1196, -1.9937, -0.5481], [-5.1828, -0.9090, -1.5159], [-6.9493, -0.8416, -2.8936], [-5.4951, -1.6108, -3.5651], [-6.6534, -3.5435, -3.0333], [-7.4886, -2.7458, -1.6275], [-4.5840, -3.5361, -1.6157], [-5.7546, -3.9526, -0.4196], [-4.1725, -0.8296, -1.9171], [-5.6366, -0.0575, -1.0087]],
  "forces_ev_per_angstrom": [[0.28, 0.45, -1.18], [-0.64, -0.92, 0.94], [1.21, 1.28, -2.88], [-1.80, -5.52, -0.35], [1.42, 4.85, 1.90], [0.05, 1.55, 1.94], [-0.06, -0.88, -0.66], [-0.08, -0.33, -0.34], [-0.18, 0.13, 0.21], [0.16, -0.08, -0.25], [0.00, -0.24, 0.35], [-0.03, -0.33, -0.34], [0.00, -0.15, 0.24], [-0.27, 0.07, 0.27], [-0.05, 0.17, 0.13], [0.30, 0.37, -0.49], [-0.63, -0.80, -1.91], [0.75, 1.20, 1.39], [3.14, -4.97, -0.61], [-3.31, 3.04, -0.74], [0.19, 1.16, 0.42], [-1.39, -1.07, 0.25], [-0.12, 0.52, 0.30], [0.12, 0.10, 0.71], [0.36, -0.85, 0.65], [0.08, 0.33, 0.56], [-0.05, -0.04, 0.06], [-0.46, 0.26, 0.31], [0.63, -0.21, 0.09], [0.54, 0.96, -0.89], [1.59, 0.56, 0.89], [-0.51, -0.34, 0.35], [-0.70, 0.89, -0.02], [1.73, -1.64, -1.52], [-1.69, 1.06, 0.06], [-0.57, 0.11, 0.53], [1.73, -0.15, 0.63], [0.45, -0.30, -0.61], [-0.22, -0.06, 0.26], [-0.67, -0.36, -0.31], [0.29, 0.10, -0.03], [-0.22, 0.44, -0.49], [-0.70, -0.21, 0.48], [-0.33, -0.52, -0.12], [-0.16, 0.44, 0.04], [0.75, 0.15, -0.83], [-2.21, -0.55, 2.14], [1.67, 0.56, -2.06], [0.54, -1.64, 4.56], [0.04, 1.05, -3.27], [-0.03, -0.05, -0.08], [1.24, 0.13, 0.56], [0.00, -0.24, -0.17], [-0.57, 0.17, -0.05], [0.17, -0.09, 0.33], [-0.31, 0.10, -0.40], [0.74, 0.21, -0.01], [-1.01, 0.07, 0.19], [-0.39, 0.18, -0.55], [-0.66, 0.01, -0.35], [-0.47, 1.06, -1.53], [0.93, -1.33, 0.65], [1.66, 2.25, 2.40], [-2.80, -2.22, 0.37], [1.02, 1.24, -1.14], [0.28, -0.21, -0.77], [-0.77, -0.55, -0.35], [-0.13, -0.25, -0.20], [0.10, 0.22, 0.30], [0.26, 0.00, 0.28], [-0.54, -0.09, -0.90], [-0.36, -0.46, -0.38], [0.17, -0.11, 0.15], [0.34, -0.15, 0.53], [0.14, 0.58, 0.58], [-1.18, -0.07, 1.11], [1.44, 0.44, -0.93], [0.48, -1.34, -0.50], [-1.66, 5.01, 0.51], [1.62, -2.38, -0.30], [0.07, -1.72, -0.24], [-0.72, -1.10, 0.63], [-0.48, 0.03, -0.05], [-0.36, -0.20, 0.16], [0.11, 0.05, -0.19], [-0.19, -0.05, 0.26], [0.32, 0.68, 0.03], [0.27, 0.03, -0.04], [0.28, 0.82, -0.08], [-0.03, -0.20, -0.48], [-1.21, 0.90, 0.96], [0.93, -0.21, -1.47], [0.71, -2.11, 0.33], [-1.79, -2.48, -1.53], [1.33, 3.11, 2.78], [0.38, 0.68, 0.59], [0.26, -0.33, -2.63], [-0.15, -0.18, -0.14], [-0.09, -0.89, -0.08], [0.54, 0.84, 0.11], [-0.15, -0.37, 0.20], [0.03, 0.06, -0.10], [-0.84, 0.83, 0.39], [0.11, 0.08, -0.36], [-0.04, 0.10, 0.91], [-0.04, -0.24, 1.82], [-0.01, -0.35, -1.23], [-1.84, 0.78, -0.78], [1.98, 0.98, 0.59], [0.37, -1.55, 0.48], [-0.01, 0.35, -0.75], [-0.03, -0.26, -0.51], [0.55, -0.30, 0.05], [-0.70, 0.05, -0.32], [0.68, -0.23, 0.66], [0.66, 0.46, 0.05], [-0.15, -0.04, -0.26], [-1.47, 0.29, 0.14], [-0.07, -1.11, 3.19], [0.30, 1.40, -1.49], [1.75, 0.70, -2.03], [0.27, 0.30, -1.20], [0.09, -0.08, 0.55], [-0.39, -0.27, 0.16], [-0.42, -0.62, 0.07], [-0.02, 0.00, -0.10], [-0.38, -0.11, 0.25], [-0.31, -0.21, -0.64], [-0.66, -0.18, 0.57], [0.01, -0.08, -0.11], [-0.18, 0.19, 0.75], [1.50, 0.82, 1.57], [-1.26, -0.20, -2.31], [-0.36, -1.56, -0.10], [1.18, 3.03, 0.80], [-0.91, -2.29, -0.61], [-0.25, 0.01, 0.67], [0.24, 0.06, 0.54], [-0.27, 0.09, -0.37], [0.20, 0.14, 0.10], [-0.35, -0.41, 0.22], [0.59, -0.07, -0.08], [-0.46, 0.14, -0.19], [0.16, 0.25, -0.25], [-0.04, 0.37, -0.29], [0.62, -0.29, 1.67], [0.87, -0.74, -1.29], [-0.67, 1.55, 0.92], [-0.81, -2.17, -0.17], [0.24, 0.28, -0.08], [-0.01, 0.29, -0.10], [-0.14, -0.01, 0.23], [-0.38, -0.05, -0.46], [0.06, -0.62, -0.64], [-0.39, 0.34, 0.17], [0.04, 0.89, 0.19], [0.63, 0.18, -0.14]],
  "mulliken_charge": [-0.4229, -0.4491, -0.1074, 0.6244, -0.6312, -0.2728, -0.6844, 0.4471, -0.0391, -0.0040, 0.3796, 0.2854, 0.3119, 0.2345, 0.3283, -0.5629, -0.1661, -0.2624, 0.7510, -0.6394, -0.3069, -0.6689, 0.3877, 0.0157, -0.0657, 0.3006, 0.1748, 0.2955, 0.2434, 0.3358, -1.1852, 0.4838, -0.3951, 0.7996, -0.5307, -0.3318, -0.4986, 0.1460, 0.3786, 0.3907, -0.0477, 0.1648, 0.2528, 0.2940, 0.1208, -0.4448, -0.6104, -0.1078, 0.7373, -0.6396, -0.2293, -0.7994, 0.3370, -0.1645, 0.3199, 0.3002, 0.4153, 0.3536, 0.2734, 0.2899, -1.5237, 0.3738, -0.3946, 0.8063, -0.4257, -0.3442, -0.6241, 0.3679, 0.3514, 0.3741, -0.0840, 0.3578, 0.2176, 0.4304, 0.1460, 0.0576, -0.3900, -0.0511, 0.5331, -0.6478, -0.1118, -0.7246, -0.0094, -0.3854, 0.4263, 0.3295, 0.3537, 0.2444, 0.3664, 0.2591, -1.0625, -0.3140, -0.2250, 0.7182, -0.5975, -0.3047, -0.6611, 0.3051, 0.2972, 0.3697, 0.4209, 0.1862, 0.2740, 0.3021, 0.2943, 1.6184, -0.4568, 0.7138, -0.5315, -0.8302, -0.8478, -0.1672, -0.0458, 0.4181, -0.3878, -0.0563, 0.1016, 0.2751, 0.3105, -0.8865, -0.5400, -0.3580, 0.6076, 0.4038, -0.2788, 0.2949, 0.2975, 0.3201, 0.3187, -0.4319, -0.1294, 0.9006, -0.3249, -0.5099, -0.4797, 0.0990, -0.6309, 0.0238, 0.2226, 0.0569, 0.2714, 0.3239, 0.0493, 0.1013, -0.5948, -0.5415, -0.5658, -0.3734, 0.9602, 0.3414, 0.2200, 0.3389, 0.2441, 0.2641, 0.3467, -0.6509, -0.0122]
}